[1]
Entry from the Open Molecules 2025 dataset: a 11-piece molecular cluster, C33H88O11 overall (ωB97M-V/def2-TZVPD).

Energy relative to the best compared isomer or geometry (same formula, charge and spin) in eV: 0.361
Frontier orbital gap in eV: 9.6
SMILES: CC(C)O.CC(C)O.CC(C)O.CC(C)O.CC(C)O.CC(C)O.CC(C)O.CC(C)O.CC(C)O.CC(C)O.CC(C)O

Structure (ORCA input):
```
! wB97M-V def2-TZVPD RIJCOSX def2/J DEFGRID3
* xyz 0 1
C 2.17 -0.93 -4.30
C 3.38 -0.49 -5.09
C 4.00 -1.64 -5.83
O 2.96 0.52 -6.05
H 1.75 -0.10 -3.73
H 2.46 -1.71 -3.59
H 1.42 -1.37 -4.97
H 4.11 -0.07 -4.38
H 4.88 -1.34 -6.40
H 3.24 -2.09 -6.48
H 4.30 -2.43 -5.13
H 3.66 0.56 -6.71
C 0.71 -5.98 1.86
C 1.33 -4.67 1.39
C 0.45 -3.48 1.65
O 2.55 -4.44 2.08
H -0.22 -6.18 1.32
H 0.45 -5.89 2.91
H 1.39 -6.81 1.67
H 1.53 -4.75 0.31
H 0.94 -2.56 1.31
H 0.27 -3.35 2.72
H -0.50 -3.56 1.12
H 3.15 -5.18 1.90
C 2.56 2.71 -2.71
C 2.19 3.39 -4.02
C 3.44 3.94 -4.68
O 1.50 2.50 -4.88
H 2.97 3.45 -2.01
H 3.35 1.98 -2.90
H 1.73 2.23 -2.20
H 1.54 4.24 -3.80
H 4.12 4.37 -3.94
H 3.29 4.71 -5.44
H 4.02 3.13 -5.16
H 2.12 1.85 -5.26
C -0.33 -0.12 -1.13
C -1.45 0.43 -0.26
C -1.95 -0.68 0.64
O -0.87 1.52 0.46
H 0.05 0.64 -1.81
H -0.68 -0.96 -1.74
H 0.47 -0.50 -0.48
H -2.21 0.82 -0.94
H -1.20 -0.96 1.38
H -2.15 -1.55 0.01
H -2.89 -0.45 1.15
H -1.42 1.70 1.24
C -3.46 -4.71 -0.07
C -4.14 -5.69 0.86
C -3.25 -6.18 1.96
O -5.31 -5.12 1.47
H -2.72 -5.22 -0.69
H -2.91 -3.94 0.48
H -4.18 -4.21 -0.73
H -4.47 -6.55 0.26
H -2.42 -6.73 1.51
H -3.81 -6.84 2.61
H -2.85 -5.35 2.54
H -5.86 -4.74 0.78
C 1.71 1.27 2.37
C 2.82 0.97 3.36
C 2.26 0.55 4.70
O 3.67 -0.07 2.85
H 0.96 0.48 2.32
H 2.08 1.44 1.36
H 1.20 2.21 2.62
H 3.44 1.86 3.50
H 1.58 1.29 5.12
H 3.05 0.33 5.41
H 1.69 -0.38 4.58
H 3.28 -0.91 3.10
C -1.45 0.46 -4.62
C -1.89 1.91 -4.60
C -1.68 2.60 -3.26
O -1.16 2.63 -5.59
H -2.01 -0.18 -3.93
H -0.40 0.32 -4.36
H -1.61 0.02 -5.60
H -2.95 2.00 -4.88
H -0.63 2.45 -2.98
H -2.33 2.38 -2.41
H -1.76 3.69 -3.39
H -0.22 2.55 -5.35
C 3.76 -0.28 -0.74
C 4.62 -1.49 -0.93
C 3.85 -2.79 -0.77
O 5.22 -1.40 -2.23
H 4.35 0.62 -0.88
H 3.36 -0.27 0.28
H 2.91 -0.31 -1.43
H 5.43 -1.47 -0.18
H 3.69 -3.06 0.27
H 4.39 -3.63 -1.22
H 2.88 -2.72 -1.28
H 5.88 -2.09 -2.30
C -2.72 3.59 4.44
C -1.86 2.58 3.70
C -1.29 1.52 4.63
O -2.63 1.97 2.65
H -3.63 3.10 4.79
H -3.00 4.43 3.80
H -2.19 4.03 5.29
H -1.04 3.13 3.23
H -2.09 1.01 5.17
H -0.59 1.96 5.35
H -0.74 0.79 4.04
H -3.38 1.50 3.04
C -1.03 5.18 0.54
C 0.03 4.78 -0.46
C 0.91 5.94 -0.84
O 0.84 3.74 0.07
H -0.57 5.48 1.49
H -1.67 4.32 0.74
H -1.65 5.99 0.17
H -0.54 4.41 -1.33
H 1.19 6.48 0.07
H 0.38 6.67 -1.45
H 1.84 5.62 -1.30
H 0.35 2.91 0.02
C -4.08 -1.63 3.92
C -5.17 -0.60 4.14
C -5.18 -0.05 5.55
O -4.94 0.47 3.20
H -3.10 -1.25 4.21
H -4.06 -1.99 2.90
H -4.28 -2.52 4.51
H -6.11 -1.09 3.87
H -5.94 0.72 5.65
H -4.22 0.46 5.70
H -5.28 -0.83 6.30
H -5.73 1.03 3.20
*
```

Here are the Löwdin charges for atoms 1 to 5, given in e: -0.047, -0.459, -0.057, -0.064, 0.054


[2]
Entry from the Open Molecules 2025 dataset: a 9-piece molecular cluster, C33H92N10O9 overall (ωB97M-V/def2-TZVPD).

Energy relative to the best compared isomer or geometry (same formula, charge and spin) in eV: 7.751
Frontier orbital gap in eV: 9.5
SMILES: COC[C@H](C)N.COC[C@H](C)N.COC[C@H](C)N.COC[C@H](C)N.COC[C@H](C)N.COC[C@H](C)N.COC[C@H](C)N.COC[C@H](C)N.NC(N)=O

Structure (ORCA input):
```
! wB97M-V def2-TZVPD RIJCOSX def2/J DEFGRID3
* xyz 0 1
C 1.57 -1.06 -3.85
O 1.16 -1.27 -2.53
C 0.32 -0.26 -1.96
C -0.43 -1.03 -0.86
C -1.61 -1.94 -1.27
N -0.86 -0.19 0.24
H 2.40 -1.76 -3.95
H 1.94 -0.06 -4.06
H 0.75 -1.37 -4.50
H 0.97 0.54 -1.61
H -0.47 0.19 -2.56
H 0.25 -1.68 -0.31
H -1.32 -2.50 -2.16
H -2.58 -1.49 -1.46
H -1.78 -2.68 -0.49
H 0.02 -0.14 0.73
H -1.44 -0.84 0.76
C -4.39 2.51 11.16
O -4.21 1.66 10.05
C -4.34 2.43 8.80
C -3.84 1.54 7.69
C -2.36 1.08 7.90
N -4.02 2.26 6.48
H -5.44 2.73 11.36
H -3.92 3.44 10.83
H -3.84 2.14 12.03
H -5.35 2.78 8.58
H -3.78 3.36 8.90
H -4.53 0.70 7.55
H -2.33 0.34 8.71
H -1.87 1.92 8.39
H -1.78 0.93 6.99
H -3.41 3.07 6.40
H -3.77 1.67 5.71
C -6.33 10.44 1.53
O -5.62 9.29 1.15
C -6.18 8.03 1.40
C -5.17 6.95 0.83
C -4.88 6.99 -0.75
N -5.67 5.65 1.10
H -6.39 10.51 2.62
H -7.35 10.41 1.16
H -5.84 11.35 1.19
H -6.20 7.80 2.46
H -7.19 7.88 1.03
H -4.24 7.26 1.31
H -4.47 7.93 -1.13
H -5.69 6.58 -1.34
H -4.12 6.24 -0.99
H -5.68 5.47 2.09
H -4.89 5.08 0.82
C -3.47 2.33 -6.12
O -2.73 2.36 -7.34
C -1.67 3.36 -7.33
C -1.05 3.59 -8.73
C -0.20 2.45 -9.40
N -0.09 4.63 -8.64
H -3.78 3.35 -5.87
H -2.90 2.13 -5.21
H -4.35 1.69 -6.20
H -2.17 4.28 -7.05
H -0.96 3.30 -6.51
H -1.82 3.92 -9.42
H 0.82 2.73 -9.65
H -0.54 2.20 -10.41
H -0.38 1.48 -8.95
H 0.83 4.22 -8.71
H -0.17 5.23 -9.45
C -4.51 -7.27 3.57
O -3.99 -6.78 4.75
C -2.59 -6.90 4.88
C -1.87 -5.95 3.94
C -0.35 -6.11 3.93
N -2.18 -4.59 4.53
H -5.58 -7.47 3.61
H -4.15 -8.27 3.32
H -4.30 -6.64 2.70
H -2.26 -6.80 5.92
H -2.36 -7.94 4.65
H -2.05 -6.22 2.89
H 0.03 -5.78 4.90
H 0.15 -5.46 3.21
H 0.05 -7.12 3.81
H -1.73 -4.44 5.42
H -3.18 -4.50 4.67
C 4.90 -1.50 8.28
O 4.39 -2.17 7.07
C 5.10 -2.01 5.92
C 4.73 -0.77 5.25
C 4.60 -0.90 3.79
N 5.56 0.31 5.49
H 5.97 -1.60 8.51
H 4.34 -1.72 9.18
H 4.96 -0.42 8.13
H 6.17 -2.18 6.02
H 4.75 -2.79 5.24
H 3.79 -0.39 5.66
H 4.17 -0.07 3.23
H 3.84 -1.65 3.55
H 5.46 -1.30 3.25
H 6.45 0.18 5.03
H 5.80 0.20 6.47
C 3.42 -5.71 -9.07
O 2.97 -5.82 -7.72
C 2.67 -7.20 -7.44
C 2.24 -7.47 -5.95
C 3.35 -7.36 -4.87
N 1.67 -8.78 -5.98
H 4.40 -6.17 -9.20
H 3.56 -4.66 -9.30
H 2.80 -6.17 -9.83
H 1.92 -7.64 -8.10
H 3.63 -7.63 -7.69
H 1.51 -6.68 -5.77
H 4.01 -8.23 -4.92
H 2.91 -7.21 -3.89
H 3.88 -6.43 -5.08
H 0.97 -8.88 -6.71
H 1.31 -8.95 -5.05
C 12.82 4.05 -2.79
O 11.40 3.98 -2.53
C 10.68 4.78 -3.52
C 9.16 4.73 -3.07
C 8.35 3.49 -3.37
N 8.42 5.90 -3.52
H 13.20 5.03 -2.51
H 12.97 3.68 -3.80
H 13.39 3.24 -2.34
H 11.09 5.79 -3.62
H 10.65 4.33 -4.51
H 9.09 4.93 -2.00
H 7.29 3.50 -3.12
H 8.96 2.74 -2.84
H 8.32 3.16 -4.41
H 7.56 6.01 -3.00
H 8.00 5.71 -4.42
N -9.57 -3.46 1.50
C -9.39 -3.57 0.24
N -10.05 -4.61 -0.28
O -8.66 -2.82 -0.35
H -9.30 -2.58 1.91
H -10.09 -4.17 1.99
H -9.93 -4.95 -1.23
H -10.83 -5.02 0.22
*
```

Here are the Löwdin charges for atoms 1 to 5, given in e: -0.115, -0.205, -0.177, -0.456, -0.052


[3]
Entry from the Open Molecules 2025 dataset: a 11-piece molecular cluster, C33H93N3O35P8 overall (ωB97M-V/def2-TZVPD).

⟨S²⟩: 0.7774
Frontier orbital gap (alpha / beta) in eV: 8.9 / 4.3

Structure (ORCA input):
```
! wB97M-V def2-TZVPD RIJCOSX def2/J DEFGRID3
* xyz 1 2
C 23.06 -4.82 3.41
O 23.77 -3.81 3.24
N 21.94 -5.19 2.70
C 21.18 -6.37 3.04
C 21.49 -4.45 1.52
H 23.34 -5.54 4.20
H 20.26 -6.10 3.57
H 21.70 -7.02 3.74
H 21.11 -7.04 2.18
H 20.49 -4.02 1.48
H 22.27 -3.71 1.32
H 21.70 -5.09 0.66
C 23.74 -4.79 -2.69
O 24.93 -5.01 -2.63
N 23.33 -3.51 -2.63
C 24.18 -2.43 -2.37
C 21.93 -3.23 -2.57
H 22.96 -5.54 -2.91
H 24.06 -1.91 -1.42
H 24.08 -1.61 -3.09
H 25.22 -2.73 -2.27
H 21.24 -4.01 -2.88
H 21.59 -2.82 -1.62
H 21.74 -2.44 -3.30
C 25.61 -0.75 3.07
O 25.72 0.28 3.76
N 25.96 -0.82 1.72
C 25.99 -2.08 1.09
C 26.54 0.36 0.99
H 25.18 -1.69 3.48
H 26.65 -2.78 1.59
H 26.25 -1.94 0.04
H 24.97 -2.47 1.18
H 26.56 1.26 1.60
H 27.53 0.25 0.53
H 25.81 0.54 0.21
C 23.54 3.49 -2.07
O 24.53 2.40 -1.93
P 25.76 2.09 -2.95
O 26.70 3.21 -3.17
O 26.51 0.77 -2.32
C 27.81 0.54 -2.68
O 25.05 1.46 -4.24
C 24.64 2.20 -5.32
H 22.58 3.15 -2.47
H 23.90 4.24 -2.77
H 23.29 3.77 -1.05
H 28.63 1.07 -2.18
H 27.90 0.85 -3.72
H 27.91 -0.54 -2.79
H 24.41 3.23 -5.05
H 23.71 1.81 -5.73
H 25.31 2.35 -6.16
C 25.78 -3.98 5.49
O 24.48 -4.25 6.11
P 24.37 -5.18 7.44
O 22.96 -5.29 7.94
O 25.15 -6.59 7.01
C 24.46 -7.80 7.31
O 25.41 -4.59 8.58
C 24.90 -3.91 9.69
H 25.79 -4.26 4.44
H 26.58 -4.35 6.13
H 25.84 -2.89 5.44
H 24.81 -8.63 6.70
H 23.37 -7.77 7.32
H 24.90 -8.07 8.27
H 23.96 -4.29 10.09
H 24.93 -2.82 9.61
H 25.70 -4.09 10.41
C 29.36 0.25 3.25
O 30.16 -0.84 3.58
P 29.36 -2.19 4.08
O 28.18 -1.99 4.86
O 29.10 -3.06 2.72
C 29.00 -4.46 2.93
O 30.44 -3.09 4.93
C 31.74 -3.32 4.44
H 28.38 0.30 3.72
H 29.23 0.40 2.18
H 29.85 1.17 3.57
H 28.21 -4.85 2.29
H 28.70 -4.75 3.94
H 29.87 -4.98 2.55
H 32.01 -4.33 4.12
H 32.50 -2.97 5.13
H 31.92 -2.73 3.54
C 27.05 -10.06 3.54
O 26.73 -8.74 3.33
P 25.76 -8.26 2.15
O 25.93 -9.19 0.92
O 24.32 -8.10 2.94
C 23.49 -9.26 2.83
O 26.36 -6.77 1.90
C 25.81 -6.04 0.86
H 28.14 -10.16 3.55
H 26.64 -10.76 2.81
H 26.64 -10.47 4.46
H 22.50 -8.97 3.17
H 23.89 -10.03 3.49
H 23.37 -9.61 1.80
H 26.34 -6.34 -0.04
H 25.97 -4.97 1.01
H 24.74 -6.17 0.75
C 19.45 4.02 3.28
O 20.75 3.59 3.38
P 21.75 3.92 2.03
O 21.19 4.80 1.04
O 23.19 4.36 2.76
C 24.32 4.75 2.00
O 22.09 2.35 1.51
C 22.64 1.37 2.31
H 19.31 5.09 3.19
H 19.09 3.86 4.29
H 18.86 3.49 2.52
H 25.08 4.08 2.40
H 24.49 5.78 2.32
H 24.33 4.75 0.91
H 21.96 0.54 2.47
H 23.09 1.77 3.23
H 23.49 0.97 1.77
C 27.76 -3.90 -1.57
O 28.76 -3.80 -0.49
P 30.31 -4.21 -0.74
O 30.92 -3.26 -1.78
O 31.08 -4.41 0.74
C 32.27 -5.04 0.84
O 30.24 -5.69 -1.18
C 29.61 -6.77 -0.58
H 27.46 -4.94 -1.70
H 28.00 -3.50 -2.55
H 26.87 -3.37 -1.24
H 32.62 -5.27 -0.17
H 31.96 -6.00 1.24
H 33.06 -4.61 1.45
H 30.07 -7.75 -0.75
H 28.60 -6.81 -0.99
H 29.72 -6.62 0.49
C 24.45 3.93 9.11
O 24.98 4.33 7.91
P 26.50 3.77 7.63
O 27.50 4.24 8.64
O 26.33 2.13 7.62
C 27.62 1.41 7.36
O 26.95 4.21 6.13
C 26.28 3.76 4.93
H 24.71 2.95 9.52
H 23.36 3.93 9.15
H 24.80 4.63 9.86
H 27.70 1.48 6.28
H 27.58 0.34 7.56
H 28.55 1.86 7.70
H 25.21 3.52 5.02
H 26.77 3.03 4.29
H 26.32 4.61 4.25
C 22.17 2.54 6.77
O 22.44 1.41 7.52
P 22.07 -0.07 7.00
O 20.77 -0.69 7.22
O 23.30 -0.96 7.67
C 24.64 -0.52 7.43
O 22.57 0.02 5.46
C 22.24 -1.11 4.65
H 23.04 2.94 6.24
H 21.75 3.22 7.51
H 21.49 2.31 5.95
H 24.81 0.43 6.95
H 25.24 -1.24 6.88
H 24.88 -0.49 8.50
H 22.04 -2.03 5.19
H 22.77 -1.34 3.72
H 21.27 -1.03 4.16
*
```

Here are the Löwdin charges for atoms 1 to 5, given in e: -0.261, -0.062, -0.164, -0.049, -0.038


- Number 3 is which compound?
  C33H93N3O35P8